Run A
The following is a DFT calculation (wB97M-V/def2-TZVPD) of a structure of composition CH2N2P2.

ORCA input file:
```
! wB97M-V def2-TZVPD RIJCOSX def2/J DEFGRID3
* xyz 0 1
C -0.37 0.97 -0.32
N 1.69 -0.45 0.35
N 0.77 -1.32 0.26
P 1.31 1.17 -0.05
P -0.69 -0.76 -0.36
H -1.03 1.72 -0.51
H -1.67 -1.33 0.64
*
```

orbital gap	8.0046	eV
highest occupied orbital energy	-9.014	eV
E_LUMO	-1.009	eV

***

Run B
The following is a DFT calculation (wB97M-V/def2-TZVPD) of the molecule CH2N2P2.

ORCA input file:
```
! wB97M-V def2-TZVPD RIJCOSX def2/J DEFGRID3
* xyz 0 1
C -0.70 0.82 0.16
N -0.35 -0.07 0.93
N 0.71 -0.62 -1.95
P -0.28 0.48 -1.96
P 0.39 -1.49 1.04
H -1.29 1.67 0.44
H 1.51 -0.79 1.34
*
```

orbital gap (spin up / spin down)	7.3365 / 7.3424	eV
highest occupied orbital energy (spin up / spin down)	-8.404 / -8.406	eV
E_LUMO (spin up / spin down)	-1.067 / -1.064	eV

***

Unit: hartree. Relative energies: run A 0.0000; run B 0.0477.

***

Run A
The following is a DFT calculation (wB97M-V/def2-TZVPD) of a structure of composition C9H12.

ORCA input file:
```
! wB97M-V def2-TZVPD RIJCOSX def2/J DEFGRID3
* xyz 0 1
C 2.60 -1.54 0.74
C 1.72 -0.67 -0.09
C 0.29 -0.16 0.03
C 0.08 1.20 0.89
C -1.29 0.65 0.90
C -0.75 -0.80 1.12
C -1.86 0.48 -0.78
C -1.04 1.15 -1.73
C -0.43 -0.10 -1.20
H 2.47 -2.17 1.63
H 3.71 -1.48 0.57
H 2.26 -0.44 -1.11
H 0.69 0.96 1.85
H 0.12 2.18 0.69
H -1.99 1.05 1.52
H -1.10 -1.69 0.48
H -0.47 -0.95 2.17
H -2.90 -0.04 -1.03
H -0.55 2.16 -1.86
H -1.08 1.24 -2.92
H -0.47 -1.01 -1.87
*
```

orbital gap	9.6910	eV
highest occupied orbital energy	-8.667	eV
E_LUMO	1.024	eV

***

Run B
The following is a DFT calculation (wB97M-V/def2-TZVPD) of the molecule C9H12.

ORCA input file:
```
! wB97M-V def2-TZVPD RIJCOSX def2/J DEFGRID3
* xyz 0 1
C 1.94 1.50 0.79
C 0.80 -0.64 2.51
C -1.22 0.02 -2.69
C 0.98 0.64 0.35
C 0.45 -0.44 1.19
C -0.81 0.09 -1.37
C 0.40 0.89 -1.03
C -0.61 -1.35 0.65
C -1.57 -0.57 -0.28
H 2.34 2.33 0.23
H 2.43 1.42 1.77
H 1.56 -0.04 2.99
H 0.37 -1.44 3.07
H -2.12 -0.50 -3.03
H -0.63 0.62 -3.41
H 0.18 1.96 -1.16
H 1.18 0.63 -1.75
H -0.11 -2.15 0.08
H -1.18 -1.83 1.47
H -2.11 0.17 0.31
H -2.29 -1.30 -0.72
*
```

orbital gap	8.8475	eV
highest occupied orbital energy	-8.274	eV
E_LUMO	0.573	eV

***

Run C
The following is a DFT calculation (wB97M-V/def2-TZVPD) of the molecule C9H12.

ORCA input file:
```
! wB97M-V def2-TZVPD RIJCOSX def2/J DEFGRID3
* xyz 0 1
C -0.20 0.60 -0.37
C 1.04 0.51 -0.06
C 4.56 -0.33 0.12
C 3.31 -0.34 -0.24
C -1.28 0.69 -1.42
C 2.34 0.66 0.20
C -1.61 0.10 -0.10
C -1.56 -1.42 -0.01
C -2.53 0.90 0.87
H 5.17 -1.06 -0.38
H 5.04 0.37 0.81
H 2.90 -1.34 -0.48
H -1.75 1.68 -1.51
H -0.96 0.09 -2.21
H 2.68 1.65 0.51
H -2.61 -2.02 0.02
H -0.99 -1.61 0.96
H -0.99 -1.74 -0.90
H -3.67 0.71 0.64
H -2.24 1.93 0.89
H -2.40 0.58 1.93
*
```

orbital gap	8.8645	eV
highest occupied orbital energy	-7.991	eV
E_LUMO	0.873	eV

***

Unit: hartree. Relative energies: run A 0.1920; run B 0.0000; run C 0.0981.

***

Run A
The following is a DFT calculation (wB97M-V/def2-TZVPD) of the molecule C5H10OS2.

ORCA input file:
```
! wB97M-V def2-TZVPD RIJCOSX def2/J DEFGRID3
* xyz 0 1
C 1.64 -1.84 -1.28
C -0.40 -0.66 -0.45
C -1.75 -0.58 -1.16
C 0.04 0.62 0.22
C 0.09 2.28 2.43
H 1.19 -2.54 -0.60
H 2.05 -2.24 -2.24
H 2.36 -1.31 -0.69
H -0.40 -1.36 0.39
H -2.46 -0.05 -0.51
H -2.22 -1.55 -1.44
H -1.61 -0.01 -2.04
H 1.13 2.13 2.71
H -0.47 2.62 3.33
H 0.00 3.09 1.65
O 0.48 -1.04 -1.55
S 0.98 1.69 -0.53
S -0.65 0.76 1.77
*
```

orbital gap	8.4969	eV
highest occupied orbital energy	-8.490	eV
E_LUMO	0.007	eV

***

Run B
The following is a DFT calculation (wB97M-V/def2-TZVPD) of a structure of composition C5H10OS2.

ORCA input file:
```
! wB97M-V def2-TZVPD RIJCOSX def2/J DEFGRID3
* xyz 0 1
C -0.50 -0.64 1.67
C -0.30 0.93 0.01
C -0.23 2.42 -0.41
C 1.46 -1.73 -0.48
C -1.07 -0.03 -0.72
H -1.70 -1.14 2.34
H -0.13 -1.47 0.23
H 0.52 -0.30 2.52
H -1.24 2.85 -0.85
H 0.61 2.75 0.22
H 0.34 2.19 -1.47
H 1.21 -1.78 -1.82
H 2.71 -2.05 -0.27
H 0.65 -2.20 0.22
H -0.60 -0.24 -1.72
O -0.61 0.82 1.29
S 1.54 0.19 -0.26
S -2.64 -0.57 -0.50
*
```

orbital gap	7.7355	eV
highest occupied orbital energy	-8.796	eV
E_LUMO	-1.061	eV

***

Run C
The following is a DFT calculation (wB97M-V/def2-TZVPD) of a cluster of 2 separate species, C5H10OS2 in total.

ORCA input file:
```
! wB97M-V def2-TZVPD RIJCOSX def2/J DEFGRID3
* xyz 0 1
C 0.63 2.67 -0.05
C 1.47 1.54 -0.56
C 1.28 0.17 0.25
C 2.34 -2.11 0.07
C -5.03 -2.23 0.34
H 0.91 3.25 0.92
H -0.45 2.46 -0.09
H 0.97 3.46 -0.75
H 2.58 1.72 -0.86
H 1.27 1.41 -1.66
H 0.05 0.00 0.33
H 1.72 0.32 1.23
H 1.58 -2.31 0.93
H -6.08 -2.37 0.37
H -4.40 -2.64 1.19
O 1.98 -0.92 -0.53
S 3.48 -3.14 -0.40
S -4.30 -1.28 -0.73
*
```

orbital gap	8.3647	eV
highest occupied orbital energy	-8.890	eV
E_LUMO	-0.525	eV

***

Unit: hartree. Relative energies: run A 0.0000; run B 0.3660; run C 0.0796.

***

Run A
The following is a DFT calculation (wB97M-V/def2-TZVPD) of a cluster of 18 separate species, H36O18 in total.

ORCA input file:
```
! wB97M-V def2-TZVPD RIJCOSX def2/J DEFGRID3
* xyz 0 1
O -0.43 0.76 -3.11
H 0.13 0.43 -2.38
H -1.07 0.08 -3.21
O 0.67 0.13 0.75
H 0.96 0.33 -0.18
H -0.25 0.40 0.64
O 1.27 0.37 4.40
H 0.63 -0.31 4.13
H 2.06 -0.27 4.56
O -1.51 1.11 2.61
H -0.88 1.65 2.09
H -1.26 1.35 3.53
O 4.92 1.76 0.42
H 4.43 2.35 -0.21
H 5.79 2.25 0.33
O -2.47 4.15 1.75
H -2.29 4.39 2.58
H -1.76 3.81 1.23
O 1.36 -1.93 -2.46
H 1.61 -2.14 -1.58
H 0.41 -2.28 -2.62
O -4.32 -0.58 -0.91
H -4.35 -1.02 0.01
H -4.25 0.34 -0.87
O 1.71 0.41 -1.58
H 1.63 1.19 -1.75
H 2.37 0.14 -1.05
O -2.78 -2.27 3.01
H -3.16 -1.48 3.53
H -3.13 -2.48 2.08
O 4.20 2.52 -3.05
H 3.37 2.41 -2.58
H 4.16 2.95 -3.82
O 2.25 -1.30 -4.81
H 1.79 -1.70 -4.15
H 3.14 -1.42 -4.58
O 2.42 -3.49 -0.53
H 3.32 -3.17 -0.40
H 2.12 -4.01 0.21
O -2.04 -5.14 0.34
H -2.80 -5.18 -0.19
H -1.69 -5.95 0.15
O -2.20 5.25 -1.12
H -2.20 5.31 -0.16
H -3.10 5.33 -1.54
O -2.05 -0.56 -0.39
H -1.93 -1.33 0.23
H -1.11 -0.59 -0.79
O -0.82 -3.81 4.15
H -1.46 -3.56 3.58
H -0.05 -4.01 3.75
O -0.33 3.20 0.22
H -0.90 3.32 -0.58
H -0.16 2.28 0.27
*
```

orbital gap	10.1355	eV
highest occupied orbital energy	-10.461	eV
E_LUMO	-0.326	eV

***

Run B
The following is a DFT calculation (wB97M-V/def2-TZVPD) of a cluster of 18 separate species, H36O18 in total.

ORCA input file:
```
! wB97M-V def2-TZVPD RIJCOSX def2/J DEFGRID3
* xyz 0 1
O 9.71 -20.46 9.07
H 9.31 -19.80 8.49
H 10.50 -20.74 8.60
O 6.64 -21.78 6.49
H 7.07 -22.40 5.90
H 6.53 -22.27 7.30
O 3.42 -20.52 3.38
H 4.04 -20.07 3.95
H 3.51 -21.44 3.60
O 4.74 -20.14 10.45
H 4.87 -19.92 9.53
H 4.97 -21.07 10.51
O 7.76 -18.80 11.39
H 8.04 -18.95 10.49
H 7.76 -19.67 11.79
O 7.88 -22.89 4.24
H 7.84 -23.80 3.96
H 8.79 -22.64 4.14
O 9.80 -20.77 3.66
H 10.42 -20.78 2.92
H 9.23 -20.02 3.47
O 4.81 -19.69 5.64
H 5.31 -20.48 5.85
H 4.36 -19.46 6.45
O 6.39 -16.39 6.26
H 6.11 -16.73 5.41
H 5.58 -16.27 6.75
O 8.09 -21.72 11.10
H 8.76 -22.20 11.58
H 8.56 -21.34 10.35
O 3.90 -15.86 7.37
H 3.17 -15.63 6.79
H 4.24 -15.01 7.67
O 11.17 -20.98 11.33
H 10.58 -20.68 10.64
H 11.99 -21.20 10.87
O 6.34 -22.80 9.27
H 5.89 -23.55 9.67
H 6.66 -22.29 10.02
O 7.96 -24.40 7.74
H 7.12 -24.79 7.49
H 7.73 -23.65 8.29
O 9.88 -16.48 4.23
H 10.52 -16.36 4.94
H 9.16 -15.89 4.45
O 7.71 -18.37 3.55
H 8.02 -18.55 4.44
H 7.22 -17.55 3.63
O 3.52 -18.53 7.87
H 4.03 -17.77 7.58
H 2.85 -18.63 7.19
O 7.76 -19.27 7.45
H 7.24 -18.72 6.88
H 7.39 -20.15 7.35
*
```

orbital gap	10.3194	eV
highest occupied orbital energy	-10.446	eV
E_LUMO	-0.126	eV

***

Unit: hartree. Relative energies: run A 0.2303; run B 0.0000.

***

Run A
The following is a DFT calculation (wB97M-V/def2-TZVPD) of the molecule C3H4N2O2S.

ORCA input file:
```
! wB97M-V def2-TZVPD RIJCOSX def2/J DEFGRID3
* xyz 0 1
C 0.12 0.57 -0.09
C -2.01 -0.03 0.19
C 0.12 -0.70 0.06
H 0.64 2.28 -0.69
H 1.01 1.92 0.87
H 1.69 -2.04 -0.99
H 1.77 -1.89 0.79
N 1.21 1.52 -0.04
N 1.39 -1.43 -0.21
O -1.23 1.04 0.02
O -1.16 -1.13 0.22
S -3.54 -0.11 -0.14
*
```

orbital gap	9.1750	eV
highest occupied orbital energy	-8.796	eV
E_LUMO	0.379	eV

***

Run B
The following is a DFT calculation (wB97M-V/def2-TZVPD) of a cluster of 2 separate species, C3H4N2O2S in total.

ORCA input file:
```
! wB97M-V def2-TZVPD RIJCOSX def2/J DEFGRID3
* xyz 0 1
C 0.32 -0.09 0.59
C -1.04 -0.70 0.69
C 0.54 0.94 -0.20
N -3.17 0.84 -2.24
N -3.29 1.71 -1.48
O -4.08 2.38 -0.89
O -2.08 -0.13 0.39
S -2.43 -0.17 -3.16
H 1.11 -0.32 1.16
H -1.14 -1.72 1.02
H -0.22 1.34 -0.81
H 1.31 1.51 -0.01
*
```

orbital gap	7.9339	eV
highest occupied orbital energy	-8.847	eV
E_LUMO	-0.913	eV

***

Run C
The following is a DFT calculation (wB97M-V/def2-TZVPD) of the molecule C3H4N2O2S.

ORCA input file:
```
! wB97M-V def2-TZVPD RIJCOSX def2/J DEFGRID3
* xyz 0 1
C -1.01 0.43 -0.35
C -1.80 -0.39 0.45
C 0.44 0.07 0.26
N -1.03 -1.01 1.33
N 0.26 -0.81 1.21
O 1.99 -0.02 -1.66
O 1.67 2.15 -0.37
S 1.99 0.75 -0.15
H -1.36 1.13 -1.10
H -2.72 -0.77 0.41
H -1.30 -1.64 2.09
H 2.87 0.12 -2.11
*
```

orbital gap	10.0624	eV
highest occupied orbital energy	-9.455	eV
E_LUMO	0.607	eV

***

Unit: hartree. Relative energies: run A 0.0202; run B 0.1376; run C 0.0000.

***

Run A
The following is a DFT calculation (wB97M-V/def2-TZVPD) of a structure of composition C9H12N3O.

ORCA input file:
```
! wB97M-V def2-TZVPD RIJCOSX def2/J DEFGRID3
* xyz 1 1
C 2.76 -0.61 0.39
C 1.98 -1.79 0.08
C 2.29 0.64 0.30
C 0.70 -1.77 -0.28
C -0.82 0.93 1.31
C -2.46 -0.28 -0.15
C -1.11 -0.39 0.63
C 0.92 1.01 -0.12
C 0.85 1.72 -1.44
N 0.17 1.56 0.88
N -3.56 -0.32 0.60
N -0.06 -0.56 -0.36
O -2.41 -0.14 -1.34
H 3.78 -0.77 0.69
H 2.49 -2.74 0.14
H 2.92 1.48 0.55
H 0.14 -2.66 -0.52
H -1.44 1.32 2.10
H -1.14 -1.21 1.36
H -0.18 1.89 -1.75
H 1.38 1.16 -2.20
H 1.33 2.70 -1.34
H -3.55 -0.51 1.59
H -4.46 -0.23 0.14
H -0.52 -0.43 -1.28
*
```

orbital gap	9.5370	eV
highest occupied orbital energy	-13.175	eV
E_LUMO	-3.638	eV

***

Run B
The following is a DFT calculation (wB97M-V/def2-TZVPD) of a cluster of 2 separate species, C9H12N3O in total.

ORCA input file:
```
! wB97M-V def2-TZVPD RIJCOSX def2/J DEFGRID3
* xyz 1 1
C 3.40 0.03 -1.42
C 2.95 1.21 -0.88
C -3.56 -0.83 -0.51
C 2.74 -1.06 -0.85
C 2.09 1.38 0.13
C -3.40 0.37 -1.15
C -2.49 -0.90 0.49
C 1.82 -0.94 0.26
C 1.42 0.29 0.71
N -2.27 0.95 -0.72
N -1.83 0.24 0.40
N 0.44 0.43 1.75
O -2.20 -1.73 1.43
H 4.11 -0.08 -2.13
H 3.39 2.16 -1.24
H -4.32 -1.55 -0.81
H 2.92 -2.12 -0.99
H 1.75 2.46 0.35
H -3.93 0.79 -2.00
H -0.96 0.29 1.08
H 1.61 -1.86 0.74
H -1.94 1.89 -0.81
H -2.85 -2.34 1.50
H 0.63 1.31 2.35
H 0.50 -0.39 2.33
*
```

orbital gap	9.4297	eV
highest occupied orbital energy	-12.126	eV
E_LUMO	-2.696	eV

***

Unit: hartree. Relative energies: run A 0.0000; run B 0.0184.